Record 1
DFT (ωB97M-V/def2-TZVPD) results for 2 unconnected molecules or ions with the total composition C6H11ClNO at a distorted geometry.

Each line ends with the Löwdin charge.
Element x y z (Å)
C (-0.291, -0.010, -3.064)  -0.078
C (0.238, -0.651, -1.890)  -0.168
C (-0.547, 1.804, 2.515)  0.044
C (-0.703, 0.335, 2.199)  -0.369
C (-1.670, -0.490, 1.945)  -0.424
C (1.096, -0.158, -1.029)  -0.150
N (1.514, -0.865, 0.142)  0.097
O (0.420, 0.933, 1.784)  -0.051
Cl (-1.230, -2.000, 1.201)  0.691
H (-0.109, 1.106, -2.885)  0.114
H (-1.350, -0.089, -3.180)  0.076
H (-0.091, -1.612, -1.760)  0.086
H (-0.863, 2.660, 1.886)  0.126
H (-0.259, 2.213, 3.593)  0.162
H (0.140, -0.394, -4.044)  0.124
H (-2.700, -0.474, 2.272)  0.092
H (1.614, 0.885, -1.074)  0.175
H (2.538, -1.345, 0.076)  0.243
H (0.795, -1.655, 0.333)  0.080
H (1.459, -0.193, 0.981)  0.133

Calculated values
E_LUMO (eV): -3.05
Energy above the lowest of the compared OMol25 structures with the same formula, charge and spin (eV): 2.413
HOMO energy (Eh): -0.4898
Kohn-Sham gap (eV): 10.274
Spin multiplicity: 1
Total charge: +1

=====

Record 2
DFT (ωB97M-V/def2-TZVPD) results for a single C20H20N4O2 molecule at a distorted geometry.

Each line ends with the Löwdin charge.
Element x y z (Å)
C (0.201, 4.421, -1.353)  -0.031
C (0.556, 3.004, -1.030)  -0.318
N (0.459, 2.120, -2.019)  0.157
C (0.783, 0.861, -1.748)  -0.281
N (1.181, 0.411, -0.565)  0.180
C (1.270, 1.282, 0.443)  -0.265
N (1.728, 0.793, 1.633)  -0.068
C (1.327, 1.376, 2.898)  -0.112
H (0.621, 2.187, 2.717)  0.115
C (0.645, 0.303, 3.768)  -0.112
N (-0.117, -0.597, 2.929)  -0.029
C (-1.470, -0.479, 2.922)  -0.387
O (-2.043, 0.352, 3.613)  0.061
C (-2.262, -1.401, 2.094)  -0.175
C (-3.603, -1.289, 1.819)  0.013
C (-3.946, -2.415, 1.044)  -0.046
C (-2.798, -3.136, 0.909)  -0.101
O (-1.778, -2.537, 1.536)  0.028
H (-2.587, -4.060, 0.408)  0.124
H (-4.910, -2.657, 0.646)  0.103
H (-4.241, -0.492, 2.141)  0.119
C (0.675, -1.371, 1.995)  -0.115
H (0.873, -2.374, 2.393)  0.130
C (1.990, -0.625, 1.722)  -0.131
H (2.413, -0.959, 0.775)  0.116
H (2.719, -0.787, 2.519)  0.123
H (0.137, -1.466, 1.051)  0.111
H (1.383, -0.279, 4.328)  0.125
H (-0.048, 0.771, 4.468)  0.123
H (2.202, 1.780, 3.423)  0.126
C (0.968, 2.636, 0.240)  0.043
H (1.068, 3.373, 1.019)  0.109
C (0.682, -0.116, -2.838)  -0.155
C (0.345, 0.302, -4.123)  -0.029
C (0.252, -0.616, -5.151)  -0.083
C (0.491, -1.959, -4.908)  -0.092
C (0.823, -2.383, -3.631)  -0.086
C (0.920, -1.468, -2.600)  -0.032
H (1.178, -1.784, -1.602)  0.097
H (1.008, -3.431, -3.442)  0.100
H (0.417, -2.676, -5.714)  0.099
H (-0.008, -0.286, -6.146)  0.101
H (0.162, 1.352, -4.292)  0.103
H (-0.658, 4.735, -0.763)  0.083
H (-0.041, 4.503, -2.409)  0.075
H (1.033, 5.082, -1.119)  0.081

Calculated values
E_LUMO (eV): 0.54
Energy above the lowest of the compared OMol25 structures with the same formula, charge and spin (eV): 1.178
HOMO energy (Eh): -0.3074
Kohn-Sham gap (eV): 8.908
Spin multiplicity: 1
SMILES: Cc1cc(N2CCN(C(=O)c3ccco3)CC2)nc(-c2ccccc2)n1

=====

Record 3
DFT (ωB97M-V/def2-TZVPD) results for a molecular structure, C53H37Cl3GeN7ReS at a distorted geometry.

Each line ends with the Löwdin charge.
Element x y z (Å)
Re (0.682, -0.237, -0.020)  1.171
C (5.348, -3.597, 5.149)  -0.054
C (4.590, -2.519, 5.584)  -0.055
C (3.766, -1.845, 4.699)  -0.035
C (3.701, -2.234, 3.360)  -0.204
C (4.488, -3.303, 2.923)  -0.029
C (5.295, -3.985, 3.817)  -0.050
C (2.798, -1.562, 2.404)  -0.035
C (1.431, -1.575, 2.675)  -0.260
C (0.821, -2.250, 3.763)  0.034
C (-0.539, -2.127, 3.616)  0.012
C (-0.753, -1.408, 2.435)  -0.241
C (-2.104, -1.056, 1.906)  -0.175
C (-2.820, -0.053, 2.824)  -0.132
C (-2.076, 0.667, 3.756)  -0.017
C (-2.666, 1.672, 4.509)  -0.051
C (-4.004, 1.988, 4.337)  -0.063
C (-4.749, 1.286, 3.402)  -0.059
C (-4.160, 0.285, 2.643)  -0.029
C (-2.122, -0.476, 0.514)  -0.245
N (-1.487, 0.599, 0.198)  0.079
C (-1.635, 1.429, -0.911)  -0.266
C (-1.085, 2.800, -0.733)  -0.018
C (-1.976, 3.946, -0.689)  -0.165
C (-1.747, 5.151, -1.364)  -0.024
C (-2.587, 6.231, -1.164)  -0.051
C (-3.663, 6.126, -0.292)  -0.046
C (-3.927, 4.920, 0.345)  -0.052
C (-3.107, 3.829, 0.132)  -0.005
C (0.286, 2.838, -0.688)  -0.177
C (1.147, 3.970, -0.922)  0.047
C (2.333, 3.478, -1.358)  0.016
C (2.258, 2.046, -1.266)  -0.197
N (1.081, 1.673, -0.761)  -0.056
C (3.326, 1.116, -1.581)  -0.016
C (3.629, 0.165, -0.601)  -0.226
C (4.944, -0.223, -0.183)  0.015
C (4.795, -0.878, 0.993)  0.034
C (3.386, -0.969, 1.266)  -0.201
N (2.698, -0.315, 0.290)  -0.055
C (4.103, 1.213, -2.793)  -0.145
C (4.865, 0.097, -3.203)  -0.007
C (5.582, 0.125, -4.381)  -0.041
C (5.548, 1.254, -5.190)  -0.035
C (4.752, 2.338, -4.835)  -0.047
C (4.027, 2.317, -3.663)  -0.003
C (-1.800, 0.951, -2.149)  -0.029
C (-1.464, -0.489, -2.310)  -0.622
N (0.420, -1.056, 1.855)  -0.077
H (5.982, -4.130, 5.845)  0.115
H (4.639, -2.202, 6.617)  0.114
H (3.199, -0.985, 5.036)  0.125
H (4.428, -3.621, 1.889)  0.125
H (5.878, -4.828, 3.471)  0.116
H (1.345, -2.778, 4.541)  0.131
H (-1.312, -2.508, 4.265)  0.138
H (-1.027, 0.452, 3.910)  0.115
H (-2.070, 2.209, 5.236)  0.115
H (-4.458, 2.780, 4.917)  0.114
H (-5.797, 1.516, 3.256)  0.113
H (-4.758, -0.218, 1.901)  0.103
H (-0.951, 5.215, -2.093)  0.115
H (-2.402, 7.158, -1.690)  0.117
H (-4.309, 6.978, -0.127)  0.117
H (-4.776, 4.833, 1.010)  0.113
H (-3.307, 2.892, 0.642)  0.112
H (0.878, 5.005, -0.804)  0.124
H (3.208, 4.040, -1.640)  0.125
H (5.863, 0.078, -0.660)  0.130
H (5.577, -1.230, 1.644)  0.127
H (4.846, -0.808, -2.614)  0.107
H (6.153, -0.742, -4.683)  0.119
H (6.118, 1.279, -6.109)  0.119
H (4.699, 3.202, -5.483)  0.117
H (3.400, 3.163, -3.422)  0.095
H (-1.847, 1.601, -3.013)  0.137
H (-1.475, -0.990, -1.366)  -0.009
C (-1.503, -1.194, -5.356)  0.025
N (-2.480, -1.597, -4.353)  -0.021
C (-3.596, -2.373, -4.578)  0.020
C (-4.224, -2.535, -3.398)  0.015
N (-3.490, -1.848, -2.437)  0.075
C (-2.425, -1.294, -3.064)  -0.250
S (0.356, -0.520, -2.616)  0.606
C (-3.815, -1.861, -1.034)  -0.120
C (-4.955, -2.439, -0.621)  0.034
C (-5.238, -2.712, 0.779)  -0.042
C (-4.278, -2.641, 1.702)  -0.008
C (-2.911, -2.245, 1.272)  -0.115
N (-2.924, -1.471, 0.002)  0.118
H (-1.826, -1.560, -6.326)  0.107
H (-0.525, -1.607, -5.119)  0.085
H (-1.423, -0.110, -5.396)  0.106
H (-3.846, -2.750, -5.554)  0.145
H (-5.112, -3.098, -3.189)  0.129
H (-5.694, -2.771, -1.333)  0.113
H (-6.233, -3.052, 1.033)  0.123
H (-4.431, -2.933, 2.733)  0.137
H (-2.271, -3.135, 1.185)  0.157
Cl (2.576, -3.263, -1.803)  0.136
Ge (0.847, -2.803, -0.607)  -0.278
Cl (-0.877, -3.631, -1.723)  0.205
Cl (0.950, -4.275, 0.984)  0.195

Calculated values
E_LUMO (alpha / beta) (eV): -7.17 / -7.17
Energy above the lowest of the compared OMol25 structures with the same formula, charge and spin (eV): 0.000
HOMO energy (alpha / beta) (Eh): -0.4430 / -0.4427
Kohn-Sham gap (alpha / beta) (eV): 4.886 / 4.875
Spin multiplicity: 1
Total charge: +2

=====

Record 4
DFT (ωB97M-V/def2-TZVPD) results for a single CH3NO2S2 molecule at a distorted geometry.

Each line ends with the Löwdin charge.
Element x y z (Å)
C (1.116, -0.538, -0.764)  -0.618
N (-0.434, 1.285, 0.593)  -0.041
O (0.031, -1.185, 1.369)  -0.289
O (-1.584, -0.558, -0.411)  -0.297
S (1.155, -1.430, -2.239)  0.659
S (-0.374, -0.355, 0.269)  0.493
H (1.963, -0.163, -0.288)  0.002
H (-1.109, 1.594, -0.041)  0.043
H (-0.763, 1.350, 1.511)  0.048

Calculated values
E_LUMO (eV): -1.59
Energy above the lowest of the compared OMol25 structures with the same formula, charge and spin (eV): 1.518
HOMO energy (Eh): -0.3547
Kohn-Sham gap (eV): 8.065
Spin multiplicity: 1
SMILES: NS(=O)(=O)C=S

=====

Record 5
DFT (ωB97M-V/def2-TZVPD) results for a single C4H4FNOS molecule at a distorted geometry.

Each line ends with the Löwdin charge.
Element x y z (Å)
C (0.303, 0.652, -0.322)  -0.586
C (-0.480, -0.043, -1.377)  0.004
C (-1.012, -1.186, -0.719)  -0.260
C (-0.489, -1.301, 0.598)  0.028
H (0.415, 3.133, 0.189)  -0.118
H (-0.605, 0.548, -2.333)  0.121
H (-0.751, -1.865, 1.504)  0.143
H (1.984, 0.051, 1.434)  0.073
N (0.387, -0.268, 0.684)  -0.254
O (1.120, 0.037, 1.741)  0.054
F (-2.113, -1.919, -1.092)  0.021
S (1.242, 2.158, -0.308)  0.773

Calculated values
E_LUMO (eV): 0.49
Energy above the lowest of the compared OMol25 structures with the same formula, charge and spin (eV): 2.916
HOMO energy (Eh): -0.3164
Kohn-Sham gap (eV): 9.099
Spin multiplicity: 1
SMILES: On1cc(F)cc1S